Entry 1:
A single C14H25N3O2 molecule at a distorted geometry, computed with ωB97M-V/def2-TZVPD.

**Gap between HOMO and LUMO**: 0.3371 Ha
**Structure (SMILES)**: CCCCN(CCCC)Cc1ccc(C(=O)NN)o1
**Multiplicity**: 1

Geometry as XYZ:
```
44
Properties=species:S:1:pos:R:3:forces:R:3
C -0.686 -3.750 -0.422 -0.09 0.24 -0.01
C -0.628 -2.241 -0.224 0.23 -0.20 0.10
C 0.442 -1.838 0.786 -0.29 0.32 -0.12
C 0.533 -0.317 0.941 0.11 -0.37 0.05
N 0.939 0.315 -0.304 -0.07 0.13 -0.04
C 2.371 0.428 -0.489 0.12 0.21 0.18
C 3.071 1.523 0.333 0.03 -0.14 -0.25
C 4.578 1.572 0.081 -0.11 -0.03 0.19
C 5.322 0.367 0.646 -0.04 0.18 -0.15
H 5.025 -0.550 0.145 0.02 -0.15 0.00
H 6.395 0.492 0.512 0.10 -0.08 0.02
H 5.121 0.260 1.710 0.00 -0.06 0.13
H 4.977 2.478 0.543 0.02 0.02 -0.10
H 4.761 1.641 -0.994 0.04 0.09 -0.05
H 2.640 2.492 0.071 -0.06 0.03 0.06
H 2.891 1.356 1.397 -0.05 0.06 0.06
H 2.552 0.614 -1.553 0.12 -0.06 0.00
H 2.799 -0.544 -0.244 0.07 -0.03 -0.10
C 0.188 1.513 -0.641 -0.16 -0.23 0.22
C -1.193 1.134 -1.066 0.26 0.02 -0.85
C -1.671 0.686 -2.267 0.27 0.31 0.54
C -3.040 0.410 -2.075 -0.35 0.13 0.85
C -3.310 0.709 -0.764 -0.07 -0.43 -1.21
C -4.569 0.609 -0.022 -0.16 0.25 0.51
O -5.609 0.194 -0.504 0.10 -0.09 -0.20
N -4.491 1.028 1.267 -0.02 0.23 0.34
H -3.604 1.244 1.697 -0.12 -0.18 -0.12
N -5.568 0.851 2.157 -0.13 -0.01 -0.05
H -6.104 1.719 2.217 0.16 -0.25 -0.21
H -6.181 0.154 1.730 0.17 0.18 0.09
O -2.182 1.151 -0.151 -0.10 0.12 0.34
H -3.745 0.042 -2.791 -0.22 -0.08 -0.09
H -1.110 0.569 -3.170 0.20 -0.01 -0.17
H 0.688 2.000 -1.481 -0.06 0.05 0.06
H 0.119 2.228 0.196 0.05 0.05 -0.14
H -0.452 0.061 1.222 0.05 0.00 0.05
H 1.224 -0.077 1.762 -0.07 0.09 0.00
H 1.407 -2.229 0.459 0.11 -0.07 0.05
H 0.215 -2.276 1.760 0.06 -0.08 0.06
H -0.411 -1.751 -1.175 -0.08 0.05 0.02
H -1.603 -1.884 0.119 -0.07 0.11 -0.02
H -1.460 -4.011 -1.139 -0.06 -0.12 -0.06
H 0.266 -4.123 -0.792 0.10 -0.10 -0.04
H -0.907 -4.251 0.519 -0.02 -0.13 0.07
```
Forces are in eV/Å.

Atom charges from the Mulliken analysis, given in e for atoms 1 to 6: -1.529 0.442 -0.818 -0.990 0.621 -0.977

***

Entry 2:
A single C14H25N3O2S2 molecule, computed with ωB97M-V/def2-TZVPD.

**Gap between HOMO and LUMO**: 0.3185 Ha
**Structure (SMILES)**: CCS(=O)(=O)N[C@@H](C)[C@@H](c1cccs1)N1CCN(C)CC1
**Multiplicity**: 1

Geometry as XYZ:
```
46
Properties=species:S:1:pos:R:3:forces:R:3
C -0.120 -3.424 -1.975 0.08 -0.11 -0.08
C -1.360 -2.821 -1.358 0.31 0.11 0.76
H -2.202 -3.509 -1.371 -0.11 -0.02 0.11
H -1.644 -1.875 -1.807 -0.11 0.13 -0.02
S -1.042 -2.479 0.393 -0.05 -0.04 -0.35
O -2.169 -1.791 0.955 -0.06 0.21 -0.06
O -0.610 -3.695 1.026 0.19 -0.12 -0.21
N 0.238 -1.400 0.293 -0.66 -0.62 -0.33
H 1.098 -1.930 0.258 0.18 -0.16 -0.07
C 0.290 -0.365 1.310 -0.06 0.57 0.65
C 0.888 -0.902 2.610 -0.20 0.03 -0.18
H 0.359 -1.808 2.898 0.02 -0.05 0.12
H 0.795 -0.172 3.410 0.02 0.08 0.10
H 1.942 -1.139 2.473 0.10 -0.04 0.02
H -0.750 -0.081 1.489 0.18 0.13 0.04
C 1.072 0.889 0.812 -0.19 -0.26 -0.02
C 2.436 0.508 0.309 0.13 -0.11 0.00
C 3.619 0.743 0.941 -0.25 -0.02 -0.03
C 4.746 0.273 0.230 0.14 -0.11 -0.18
C 4.407 -0.317 -0.941 -0.27 -0.03 -0.12
S 2.704 -0.309 -1.195 0.47 0.15 0.29
H 5.046 -0.756 -1.681 0.19 -0.08 -0.14
H 5.758 0.375 0.580 0.19 0.00 0.02
H 3.687 1.243 1.891 -0.07 0.11 0.19
N 0.416 1.763 -0.136 -0.13 0.09 0.13
C -0.345 2.876 0.386 -0.18 0.07 0.14
C -1.822 2.552 0.629 0.22 0.21 -0.09
N -2.419 2.121 -0.622 0.06 -0.02 0.02
C -3.840 1.887 -0.486 0.05 0.02 -0.01
H -4.318 2.799 -0.130 -0.09 0.00 0.01
H -4.253 1.635 -1.462 -0.09 -0.02 -0.01
H -4.068 1.069 0.215 -0.02 -0.01 0.02
C -1.738 0.931 -1.108 0.26 0.03 -0.10
C -0.241 1.209 -1.299 -0.15 -0.05 -0.24
H -0.131 1.946 -2.104 -0.05 -0.11 -0.07
H 0.261 0.288 -1.595 -0.10 0.08 -0.13
H -1.888 0.083 -0.421 -0.06 0.12 -0.09
H -2.172 0.671 -2.078 0.01 -0.07 0.01
H -1.923 1.783 1.416 -0.04 0.04 0.01
H -2.339 3.454 0.966 0.00 -0.04 0.05
H -0.298 3.673 -0.365 -0.07 0.07 0.11
H 0.118 3.240 1.305 0.03 0.02 -0.02
H 1.247 1.496 1.709 -0.01 -0.11 -0.09
H 0.219 -4.250 -1.354 0.10 -0.12 -0.08
H 0.672 -2.682 -2.040 0.11 0.03 -0.06
H -0.327 -3.799 -2.975 -0.01 0.01 -0.04
```
Forces are in eV/Å.

Atom charges from the Mulliken analysis, given in e for atoms 1 to 6: -1.118 -0.214 0.494 0.113 1.173 -0.662

***

Entry 3:
A single C14H25N3O3 molecule, computed with ωB97M-V/def2-TZVPD.

**Gap between HOMO and LUMO**: 0.3587 Ha
**Structure (SMILES)**: CCCCCC[C@@H]1C[C@@](C)(/C(C)=N/NC(N)=O)OC1=O
**Multiplicity**: 1

Geometry as XYZ:
```
45
Properties=species:S:1:pos:R:3:forces:R:3
C -3.672 2.419 4.039 -0.04 0.05 -0.23
C -3.204 3.266 2.859 0.05 0.09 0.24
C -1.844 3.939 3.091 -0.02 -0.04 -0.36
C -0.656 3.187 2.486 -0.12 -0.04 0.31
C -0.403 1.823 3.123 0.28 0.11 -0.18
H -0.407 1.938 4.209 -0.10 -0.06 0.05
C 0.939 1.211 2.720 -0.12 0.09 -0.10
H 1.105 0.299 3.300 0.08 -0.03 -0.01
H 1.749 1.904 2.959 0.02 -0.04 0.05
C 1.033 0.873 1.231 0.11 -0.14 0.17
C 2.431 0.362 0.893 -0.13 0.75 0.40
O 3.469 0.863 1.216 0.04 -0.10 -0.05
O 2.362 -0.751 0.156 0.30 -0.41 -0.33
C 1.018 -1.149 -0.130 -0.69 -0.46 0.08
C 0.723 -0.893 -1.598 0.17 0.03 -0.17
N 0.040 -1.783 -2.196 0.07 -0.29 0.50
N -0.344 -1.653 -3.474 0.29 0.84 -0.38
C -1.060 -2.651 -4.120 -0.01 -0.04 0.21
O -1.387 -2.523 -5.277 -0.07 0.06 -0.37
N -1.350 -3.708 -3.331 -0.04 -0.25 0.25
H -0.947 -3.746 -2.411 -0.05 -0.07 -0.02
H -1.790 -4.512 -3.737 0.03 0.08 -0.07
H -0.105 -0.840 -4.035 -0.09 -0.21 0.08
C 1.200 0.391 -2.217 -0.19 -0.20 -0.04
H 0.358 1.057 -2.414 -0.03 0.08 -0.05
H 1.698 0.184 -3.166 0.05 0.06 -0.06
H 1.909 0.900 -1.572 0.03 0.05 -0.06
C 0.879 -2.628 0.220 0.18 0.36 -0.06
H -0.153 -2.937 0.094 -0.08 -0.07 0.02
H 1.514 -3.222 -0.430 0.02 -0.11 -0.06
H 1.187 -2.786 1.251 -0.02 0.04 0.11
C 0.119 -0.255 0.764 0.15 0.11 -0.05
H -0.233 -0.836 1.617 -0.04 -0.02 0.02
H -0.747 0.101 0.210 -0.07 -0.04 0.03
H 0.877 1.787 0.651 0.07 -0.05 -0.05
H -1.207 1.136 2.855 -0.12 -0.08 0.10
H 0.239 3.802 2.610 0.08 0.00 -0.08
H -0.831 3.070 1.414 0.05 0.05 -0.10
H -1.681 4.067 4.163 0.03 0.08 0.08
H -1.861 4.936 2.644 0.02 0.04 0.08
H -3.155 2.646 1.961 -0.03 0.01 -0.11
H -3.957 4.036 2.678 -0.01 -0.04 -0.09
H -4.639 1.972 3.821 -0.09 -0.09 0.07
H -2.969 1.622 4.260 0.06 -0.11 0.08
H -3.777 3.038 4.928 -0.01 0.02 0.12
```
Forces are in eV/Å.

Atom charges from the Mulliken analysis, given in e for atoms 1 to 6: -1.210 -0.391 -0.929 -0.536 -0.221 0.460

***

Entry 4:
A single C14H25NO3 molecule, computed with ωB97M-V/def2-TZVPD.

**Gap between HOMO and LUMO**: 0.3751 Ha
**Structure (SMILES)**: C=CCNC(=O)C[C@@H](C)[C@H](CCCCC)C(=O)O
**Multiplicity**: 1

Geometry as XYZ:
```
43
Properties=species:S:1:pos:R:3:forces:R:3
C 3.783 -0.952 -0.171 0.05 0.12 0.10
C 3.872 -1.956 -1.022 -0.05 -0.13 -0.18
C 2.758 -2.431 -1.910 -0.07 -0.18 -0.07
N 1.732 -1.441 -2.143 0.45 0.05 -0.10
C 0.449 -1.604 -1.755 0.17 0.36 -0.48
O 0.069 -2.613 -1.195 -0.23 -0.30 0.16
C -0.447 -0.449 -2.192 -0.28 0.00 0.12
H 0.120 0.480 -2.120 0.07 0.00 -0.10
H -0.666 -0.624 -3.251 0.04 0.05 0.01
C -1.781 -0.283 -1.450 0.05 -0.25 0.07
C -2.634 -1.548 -1.505 0.03 0.07 0.02
H -2.164 -2.351 -0.949 -0.06 -0.06 -0.02
H -2.757 -1.870 -2.537 -0.05 -0.09 -0.11
H -3.619 -1.355 -1.085 -0.13 0.04 0.01
H -2.328 0.513 -1.973 0.11 -0.05 0.10
C -1.599 0.206 0.009 0.03 0.24 -0.23
C -1.286 1.704 0.088 -0.04 -0.27 0.34
C -1.376 2.227 1.521 0.17 0.26 -0.33
C -1.082 3.723 1.592 -0.23 -0.12 0.28
C -1.256 4.307 2.994 0.21 0.01 -0.14
C -0.217 3.801 3.987 -0.22 0.09 -0.07
H 0.788 3.997 3.619 0.15 0.00 0.00
H -0.335 4.302 4.946 0.06 -0.01 0.12
H -0.320 2.731 4.150 0.06 -0.12 0.07
H -2.257 4.069 3.362 -0.07 0.07 -0.01
H -1.179 5.396 2.929 -0.09 0.01 0.04
H -0.060 3.906 1.251 0.05 0.05 -0.09
H -1.757 4.246 0.909 0.04 0.01 -0.09
H -0.663 1.681 2.139 -0.01 -0.06 0.10
H -2.378 2.037 1.914 -0.05 -0.05 0.07
H -1.990 2.253 -0.542 -0.01 -0.02 -0.06
H -0.277 1.881 -0.289 0.01 0.04 -0.09
C -0.498 -0.584 0.679 -0.06 0.22 0.24
O 0.671 -0.291 0.653 0.14 0.11 0.00
O -0.963 -1.651 1.321 -0.41 -0.43 0.36
H -0.233 -2.213 1.626 0.11 0.23 -0.17
H -2.528 0.000 0.547 0.03 0.02 -0.03
H 2.037 -0.555 -2.515 -0.16 0.00 0.05
H 2.257 -3.291 -1.452 0.11 0.06 -0.16
H 3.172 -2.752 -2.875 -0.05 -0.05 0.15
H 4.790 -2.521 -1.125 0.14 -0.02 0.08
H 4.616 -0.661 0.446 0.21 -0.02 0.09
H 2.867 -0.403 -0.033 -0.19 0.10 -0.04
```
Forces are in eV/Å.

Atom charges from the Mulliken analysis, given in e for atoms 1 to 6: -0.640 -0.084 -0.561 -0.196 0.614 -0.671

***

Taking the records one at a time from the top gives LUMO level values of 0.02948 0.02065 0.01771 0.03149 Ha.
Taking the records one at a time from the top gives energy relative to the best compared isomer or geometry (same formula, charge and spin) values of 2.6 0.0 19.0 28.8 kcal per mole.